one) The following is a quantum chemistry calculation of a structure of composition CHCl2FS, from the OMol25 dataset.

```
! wB97M-V def2-TZVPD RIJCOSX def2/J DEFGRID3
* xyz 0 1
C 0.3065 0.4055 0.4671
S 0.1635 -1.2632 -1.2854
F 1.3547 0.1739 1.1652
H -1.2140 -1.3001 -1.1634
Cl -1.0824 0.1218 1.3131
Cl 0.4717 1.8621 -0.4965
*
```


two) The following is a quantum chemistry calculation of an isolated molecule of CHCl2FS, from the OMol25 dataset.

Properties
SMILES   F[C@@H](Cl)SCl

```
! wB97M-V def2-TZVPD RIJCOSX def2/J DEFGRID3
* xyz 0 1
Cl 0.8117 0.1751 -1.8655
Cl 0.7101 -1.2314 1.9913
H -0.4867 -0.8412 -0.2508
C -0.3604 0.2759 -0.3470
F -1.4202 0.9979 -0.6156
S 0.7456 0.6237 1.0875
*
```


three) The following is a quantum chemistry calculation of a cluster of 2 separate species, CHCl2FS in total, from the OMol25 dataset.

```
! wB97M-V def2-TZVPD RIJCOSX def2/J DEFGRID3
* xyz 0 1
S -0.9548 1.4534 -0.3009
Cl 3.4807 -1.4244 -0.7301
H -1.0937 1.4026 1.1487
C 3.1625 0.0741 -0.0482
F 3.3473 0.0640 1.3540
Cl 1.7968 0.9892 -0.4843
*
```


Preferred: two); penalty for the next structure: 1.116 eV.


one) The following is a quantum chemistry calculation of the ion C7H11N2 with charge +1, from the OMol25 dataset.

Properties
SMILES   C=C=[N+]1C[C@H]1C/N=C/C

```
! wB97M-V def2-TZVPD RIJCOSX def2/J DEFGRID3
* xyz 1 1
H 1.1547 -1.4864 -1.9650
C -1.5631 0.1043 -1.4961
H -1.7603 0.9905 2.5868
C 2.4475 1.3569 1.0320
N 0.9009 0.0714 -0.3919
H 3.2059 1.1308 1.7094
C 0.6232 -1.1731 -0.9773
C 2.0193 0.1718 0.2240
H -2.5216 0.1924 -2.0023
H 0.9489 -2.0542 -0.3995
H 2.9816 1.8006 0.1645
C -2.4739 0.5267 1.8913
H -0.8611 0.7239 -1.9126
C -1.8988 -0.0262 0.9226
H -1.4328 -2.1890 -1.4679
H 1.5014 1.8604 1.2751
C -0.9424 -1.2100 -1.2292
N -1.5555 -0.4679 -0.1910
H 2.7592 -0.6579 0.0708
H -3.5330 0.3352 2.1564
*
```


two) The following is a quantum chemistry calculation of the ion C7H11N2 with charge +1, from the OMol25 dataset.

Properties
SMILES   C=C=C=[N+](C)CCN=C

```
! wB97M-V def2-TZVPD RIJCOSX def2/J DEFGRID3
* xyz 1 1
C -1.6669 -0.2710 -0.0445
C -0.5857 1.5594 1.1783
H -0.9709 2.5421 1.1427
C 0.1987 0.7236 -1.0096
H 3.2766 -1.8738 0.6897
H -0.1800 0.2657 -2.0191
H 0.8897 -1.2319 -0.7599
H 2.3127 -0.1843 -1.4424
N 1.9588 -0.1905 0.6188
H -0.8943 1.0996 2.0589
H -3.9046 -2.6698 0.5243
H 0.4819 1.6909 1.3795
H 3.1709 -0.6334 2.1046
H 0.6227 1.7385 -1.0842
H -3.1019 -3.0634 -1.0325
C -2.3421 -1.3159 -0.1070
N -0.8740 0.6653 0.0120
C -3.1369 -2.3768 -0.2584
C 1.4092 -0.2717 -0.6958
C 2.8616 -0.9499 1.0974
*
```


Preferred: two); penalty for the next structure: 0.258 eV.


one) The following is a quantum chemistry calculation of an isolated molecule of C8H16NO3P, from the OMol25 dataset.

Properties
SMILES   [H]/N=C1/CC[C@@H]1P(=O)(OCC)OCC

```
! wB97M-V def2-TZVPD RIJCOSX def2/J DEFGRID3
* xyz 0 1
O 1.0243 1.4951 -1.4352
C 0.8362 -1.5297 -2.1580
H -1.8655 0.9174 0.8278
N -2.6300 -0.5594 -1.7841
H 2.1054 -0.8756 2.2511
O 0.2318 -1.0063 -0.9613
H -0.4631 0.6007 2.9044
H 0.6484 -0.0566 4.1028
C -1.3405 1.0033 -0.0841
C -1.7185 2.4497 -0.4877
H 0.1166 -1.5020 -2.9567
H -1.9702 2.0996 -2.5979
H -1.0619 3.3381 -0.7780
P 0.4065 0.5757 -0.5171
H 0.4311 -1.2817 2.0573
H 0.6262 -3.7613 -1.5224
H -2.3068 2.8121 0.2856
H -3.6559 2.2779 -1.6553
C -2.2204 0.4969 -1.3364
C 1.3562 -2.9857 -1.9860
H 1.7263 -0.8579 -2.2752
C 0.5526 0.4503 3.1616
H 2.2590 -2.9741 -1.3374
H -2.3732 -1.5035 -1.4360
C 1.1116 -0.4062 2.0297
H 1.7723 -3.2349 -2.9027
H 1.1005 1.3522 3.3006
C -2.6277 1.9043 -1.7280
O 1.2129 0.3996 0.8821
*
```


two) The following is a quantum chemistry calculation of a cluster of 2 separate species, C8H16NO3P in total, from the OMol25 dataset.

```
! wB97M-V def2-TZVPD RIJCOSX def2/J DEFGRID3
* xyz 0 1
C -0.2039 -0.5216 1.2131
H -1.2199 -2.3643 0.4288
C -1.4239 1.4927 0.3798
H -2.5901 -0.4351 -1.6137
H 4.5976 1.6594 0.1256
H -0.7680 2.2678 0.3766
H -1.3440 -1.9727 2.3208
C -1.3090 -1.4961 1.2817
C 1.9665 -1.7377 -0.4820
H -4.1824 -1.1071 -1.1638
H -4.1098 0.3997 -2.0799
C 3.6646 1.5988 -0.4345
H 1.7408 -2.7179 -0.6761
H 2.1822 1.9489 1.2986
H 2.6718 -1.7736 0.3380
H -2.2299 -0.9408 1.1981
O -4.5702 0.4982 0.8218
H 2.5194 -1.4323 -1.3440
O -0.1726 -0.6253 -1.5349
N -2.6221 1.3756 0.1586
H 0.1059 0.1133 1.9507
C -3.6957 0.5415 0.0295
P 0.6666 -0.4803 -0.3599
O 1.2967 0.9377 -0.3781
H 2.8139 0.2830 1.0776
H 3.6414 2.6129 -0.9899
H 3.7922 0.7703 -1.1143
C 2.4998 1.2384 0.4825
C -3.7179 -0.1334 -1.3107
*
```


Preferred: one); penalty for the next structure: 2.646 eV.


one) The following is a quantum chemistry calculation of a cluster of 2 separate species, CFNO2S2 in total, from the OMol25 dataset.

```
! wB97M-V def2-TZVPD RIJCOSX def2/J DEFGRID3
* xyz 0 1
O -2.8027 -0.2457 -0.1896
S 1.0402 -0.6132 1.8469
O -0.8512 -0.2029 -1.6719
S -1.4596 0.1988 -0.4865
N 3.1387 -0.4493 -0.0076
C 2.2871 -0.5783 0.7621
F -1.3526 1.8907 -0.2536
*
```


two) The following is a quantum chemistry calculation of a cluster of 2 separate species, CFNO2S2 in total, from the OMol25 dataset.

```
! wB97M-V def2-TZVPD RIJCOSX def2/J DEFGRID3
* xyz 0 1
O 2.1840 -0.6381 -0.0400
N -1.6584 2.1530 -0.6292
S 0.8079 -0.8837 0.2580
F -0.3151 -0.8145 -1.8420
S -0.3576 0.6566 1.3184
O 0.3588 -2.1393 0.8042
C -1.0195 1.6661 0.1306
*
```


Preferred: one); penalty for the next structure: 1.197 eV.


one) The following is a quantum chemistry calculation of a cluster of 2 separate species, C2H5FSi in total, from the OMol25 dataset.

```
! wB97M-V def2-TZVPD RIJCOSX def2/J DEFGRID3
* xyz 0 1
H 2.2349 -1.2472 0.8474
C 0.9581 0.1469 -0.1911
Si -0.8400 -0.0895 -0.0083
F 3.2940 0.0406 -0.0421
H -1.2809 0.7276 -1.0828
H 1.0286 1.8606 -0.8575
H -1.4645 0.5896 1.3313
C 2.0591 -0.3537 0.2288
H -1.4178 -1.3206 -0.0090
*
```


two) The following is a quantum chemistry calculation of a cluster of 2 separate species, C2H5FSi in total, from the OMol25 dataset.

```
! wB97M-V def2-TZVPD RIJCOSX def2/J DEFGRID3
* xyz 0 1
C -0.5112 0.3520 0.4771
Si 1.2366 0.0447 0.0719
F -2.8592 -0.1555 -0.0005
H -0.7656 -1.5344 -1.6899
C -1.5444 -0.2222 -0.0055
H 1.8446 1.0827 -0.9628
H 1.4719 -1.2780 -0.5544
H -0.5444 1.2552 1.2142
H 1.6717 0.4555 1.4500
*
```


Preferred: one); penalty for the next structure: 1.397 eV.


one) The following is a quantum chemistry calculation of an isolated molecule of C6H7N3O, from the OMol25 dataset.

```
! wB97M-V def2-TZVPD RIJCOSX def2/J DEFGRID3
* xyz 0 1
C 0.3727 -0.1755 0.0185
C -2.0587 -0.5928 0.2531
C -1.0368 0.3518 0.1115
O 1.7235 1.5678 0.8962
H 0.2388 -2.0068 1.2525
H -0.8570 3.6742 0.0439
H -0.0384 -1.8582 -1.2267
C 0.4589 -0.8715 -1.3760
C 0.9122 -1.0228 1.1602
N -2.9938 -1.2959 0.2455
H 1.4965 -1.0287 -1.7219
H -0.0794 -0.4735 -2.1484
C -0.9562 2.6863 -0.3916
H 1.9128 -1.3874 0.8493
N 1.0944 1.1964 -0.0513
N -1.2228 1.6114 0.0632
H 1.0332 -0.3748 2.0220
*
```


two) The following is a quantum chemistry calculation of an isolated molecule of C6H7N3O, from the OMol25 dataset.

Properties
SMILES   CC(=O)Nc1ncccn1

```
! wB97M-V def2-TZVPD RIJCOSX def2/J DEFGRID3
* xyz 0 1
H -1.8014 1.5990 -0.5748
C 2.7638 0.0852 -0.0423
C 2.4055 -1.2234 0.0037
H -1.9537 1.5880 1.0936
N -1.0550 -1.0222 -0.0801
O -3.3259 -1.1487 -0.1800
H -3.6149 1.4079 0.2336
H 2.1071 2.1587 -0.2734
C 0.2335 -0.6236 0.0559
N 0.4552 0.7712 -0.1251
H 3.6406 0.2401 -0.2875
C 1.7749 1.0298 -0.1154
C -2.3886 1.1113 0.1077
C -2.2949 -0.4085 -0.1007
N 1.1359 -1.5484 0.0951
H -1.2226 -1.9391 0.1281
H 3.1406 -2.0771 0.0616
*
```


three) The following is a quantum chemistry calculation of a cluster of 2 separate species, C6H7N3O in total, from the OMol25 dataset.

```
! wB97M-V def2-TZVPD RIJCOSX def2/J DEFGRID3
* xyz 0 1
H -3.8255 -1.4847 -0.1813
N -1.7477 -1.2908 0.3500
C -0.8603 -0.2898 0.5591
H 1.7049 0.9684 -1.2977
N 2.6521 -0.8634 -0.7820
H 3.3525 1.9501 0.7261
C 3.5421 -1.1176 0.1167
C -2.9184 0.5147 0.0183
H -1.4946 -2.2642 0.4063
H -1.2569 1.7500 0.4193
H 3.9719 -2.0750 0.3324
C 2.4176 0.4751 -0.6709
C 3.2087 0.9731 0.3143
C -2.9993 -0.8340 0.0192
O 3.9304 -0.0480 0.8215
H -3.6574 1.2638 -0.1798
N -1.6174 0.8136 0.3491
*
```


Preferred: two); penalty for the next structure: 0.360 eV.


one) The following is a quantum chemistry calculation of an isolated molecule of C2H2F2N2O, from the OMol25 dataset.

```
! wB97M-V def2-TZVPD RIJCOSX def2/J DEFGRID3
* xyz 0 1
N 2.3034 -0.5695 -0.1233
C -0.9539 0.6227 0.0420
N -0.7327 1.8118 0.2714
O 1.0452 -0.9840 -0.0531
H -1.4198 2.5310 0.1388
H 2.9110 -1.3160 -0.4147
C -0.1475 -0.5252 0.1868
F -2.2040 0.1662 -0.3479
F -0.8017 -1.7371 0.3000
*
```


two) The following is a quantum chemistry calculation of a cluster of 2 separate species, C2H2F2N2O in total, from the OMol25 dataset.

```
! wB97M-V def2-TZVPD RIJCOSX def2/J DEFGRID3
* xyz 0 1
F 2.3986 -1.8075 0.8313
N -0.2472 1.6981 0.3397
C 0.9002 1.4034 0.2248
H -0.8701 1.4545 1.0796
C 1.9703 0.6168 -0.0878
O 1.5914 -0.5481 -0.5732
H -0.0338 -1.6097 -0.8035
F 3.2332 1.0061 -0.2610
N 0.2765 -0.6300 -0.7631
*
```


Preferred: one); penalty for the next structure: 3.210 eV.


one) The following is a quantum chemistry calculation of a cluster of 2 separate species, C3H9N2OP in total, from the OMol25 dataset.

```
! wB97M-V def2-TZVPD RIJCOSX def2/J DEFGRID3
* xyz 0 1
C -1.9993 -0.9016 -0.2215
N 0.5781 2.7172 -0.9354
H 1.5074 2.7698 -1.0431
H 0.3815 3.3627 -0.2538
H -2.3832 -0.4561 0.6851
H 2.2489 -0.4329 2.1044
H -2.3012 -1.9176 -0.3332
H 1.3384 -0.9786 -1.0488
N 1.6442 -0.5274 1.2962
H -0.2254 -1.7158 -1.9290
C -0.5433 -0.7157 -0.2057
C 0.2527 -1.1578 -1.1244
H -2.6207 -0.3709 -1.0087
P 0.2224 0.2964 1.0438
O -0.4203 0.4636 2.3627
H 2.3196 -0.4353 0.6114
*
```


two) The following is a quantum chemistry calculation of a cluster of 2 separate species, C3H9N2OP in total, from the OMol25 dataset.

```
! wB97M-V def2-TZVPD RIJCOSX def2/J DEFGRID3
* xyz 0 1
P -0.1811 -0.3232 0.4805
H 0.1961 2.0951 -0.0032
N -2.8483 0.5769 0.5887
C -0.7810 -0.9094 -1.1844
H -1.0575 -1.9598 -1.0273
H -0.1157 -0.7746 -2.0360
H 1.0277 -2.3226 1.4719
C 0.7531 1.2063 0.3505
H 1.2764 1.5213 1.2961
O -4.6047 -0.4526 -0.3346
N -3.4530 -0.1496 -0.1598
C 1.1296 -1.3792 1.0658
H -1.8264 -0.3250 -1.1657
H 1.7540 -0.7409 1.7803
H 1.5685 1.0272 -0.3432
H -3.4258 1.1893 1.1361
*
```


Preferred: one); penalty for the next structure: 3.094 eV.